8
Properties=species:S:1:pos:R:3:forces:R:3:mulliken_spin:R:1 method="wB97M-V/def2-TZVPD" s_squared=2.13 spin_multiplicity=3 fmax_ev_per_a=4.14 homo_ev="-8.518 / -9.257"
C -0.017 -0.393 0.272 0.137 -0.168 -1.570 0.34
C 0.196 0.137 -0.991 -0.176 2.863 2.981 -0.13
N 0.840 -0.657 -1.841 0.965 0.839 -3.588 0.19
O 1.011 -1.826 -1.785 -0.056 -1.436 -0.017 0.16
S 0.734 0.320 -3.895 0.031 -0.683 1.335 1.42
H -0.137 0.146 1.186 -0.352 0.568 0.076 0.01
H 0.040 -1.484 0.354 0.046 0.476 0.015 0.01
H 0.298 1.269 -1.285 -0.595 -2.461 0.767 -0.01